i.
Here is a 2-piece molecular cluster, C6H11NS overall from the Open Molecules 2025 dataset. Energies are from ωB97M-V/def2-TZVPD.

Each atom is followed by the atoms it is bonded to, with distances in Å.
Atoms and positions in Å:
1 C 0.6658 -0.6475 0.9052  C3 1.539, C4 1.479, S8 1.812, H10 1.045
2 C -3.5337 -0.3811 -0.3991  N7 1.126, H9 1.057
3 C 1.3108 0.0564 -0.3014  C1 1.539, C4 1.494, C5 1.513, H11 1.219
4 C 0.0685 0.5828 0.3411  C1 1.479, C3 1.494, C6 1.507, H12 1.116
5 C 1.3094 -0.3714 -1.7525  C3 1.513, H13 1.047, H14 1.045, H15 1.195
6 C -0.0761 1.8265 1.1798  C4 1.507, H16 1.092, H17 1.153, H18 1.072
7 N -3.3753 0.5932 -0.9405  C2 1.126
8 S -0.1480 -2.2516 0.6881  C1 1.812, H19 1.343
9 H -3.5604 -1.3109 0.1037  C2 1.057
10 H 1.2760 -0.7620 1.7458  C1 1.045
11 H 2.3687 0.4917 0.1186  C3 1.219
12 H -0.8491 0.3663 -0.2560  C4 1.116
13 H 1.8335 0.3409 -2.3121  C5 1.047
14 H 0.2963 -0.4661 -1.9893  C5 1.045
15 H 1.7744 -1.4711 -1.8046  C5 1.195
16 H 0.3262 2.6506 0.5875  C6 1.092
17 H 0.4714 1.7594 2.1919  C6 1.153
18 H -1.1147 1.9873 1.3925  C6 1.072
19 H 0.9562 -2.9935 0.5013  S8 1.343

SMILES: C[C@@H]1C(S)[C@H]1C.C#N
Gap between HOMO and LUMO, eV: 9.57
HOMO level, eV: -8.87
LUMO, eV: 0.70

---

ii.
Here is one molecule with the formula C6H11NS from the Open Molecules 2025 dataset. Energies are from ωB97M-V/def2-TZVPD.

Each atom is followed by the atoms it is bonded to, with distances in Å.
Atoms and positions in Å:
1 C 1.6111 2.4395 0.7351  C2 1.569, H7 1.122, H8 1.033, H9 1.082
2 C 1.4188 1.4170 -0.4394  C1 1.569, C3 1.533, H10 1.144, H11 1.105
3 C 0.9450 -0.0127 -0.1511  C2 1.533, C4 1.470, C5 1.489, N18 1.459
4 C 0.8195 -0.8506 -1.3527  C3 1.470, H12 1.149, H13 1.088, H14 1.222
5 C 1.0868 -0.6853 1.1695  C3 1.489, H15 1.171, H16 1.071, N18 1.363
6 C -1.2953 -0.9091 0.6393  H17 1.073, N18 1.343, S19 1.661
7 H 1.7970 3.5167 0.4833  C1 1.122
8 H 2.4312 2.1215 1.2777  C1 1.033
9 H 0.7126 2.5817 1.3210  C1 1.082
10 H 2.4653 1.4799 -0.8961  C2 1.144
11 H 0.8235 1.7316 -1.3158  C2 1.105
12 H 0.0627 -0.2441 -1.9689  C4 1.149
13 H 0.5438 -1.8961 -1.2314  C4 1.088
14 H 1.7577 -0.9843 -2.1239  C4 1.222
15 H 1.3704 -1.8175 1.2648  C5 1.171
16 H 1.4873 -0.1737 2.0214  C5 1.071
17 H -1.5344 -1.6837 1.3419  C6 1.073
18 N -0.1435 -0.2362 0.7937  C3 1.459, C5 1.363, C6 1.343
19 S -2.4018 -0.7108 -0.5834  C6 1.661

SMILES: CC[C@@]1(C)CN1C=S
Gap between HOMO and LUMO, eV: 8.80
HOMO level, eV: -8.33
LUMO, eV: 0.46

---

Least stable = ii

---

i.
Here is one molecule with the formula C6H11NS from the Open Molecules 2025 dataset. Energies are from ωB97M-V/def2-TZVPD.

Each atom is followed by the atoms it is bonded to, with distances in Å.
Atoms and positions in Å:
1 C -1.4999 -1.0431 -0.7607  C2 1.472, H7 1.099, H8 1.154, H9 1.210
2 C -0.8431 0.0022 0.0415  C1 1.472, C3 1.554, C4 1.594, N18 1.517
3 C -1.2941 1.4856 -0.0642  C2 1.554, H12 1.118, H13 1.150, S19 1.833
4 C 0.6322 0.3711 -0.4359  C2 1.594, C5 1.431, H14 1.023, S19 1.869
5 C 1.7816 -0.0331 0.3149  C4 1.431, C6 1.320, H15 1.022
6 C 2.9551 -0.3949 -0.1679  C5 1.320, H16 1.087, H17 1.131
7 H -2.5134 -1.0198 -0.3363  C1 1.099
8 H -1.6637 -0.8642 -1.8892  C1 1.154
9 H -1.2049 -2.2167 -0.7636  C1 1.210
10 H -1.4444 -0.9916 1.8867  N18 1.106
11 H -0.5369 0.3830 1.9801  N18 1.020
12 H -1.5272 1.7418 -1.1274  C3 1.118
13 H -1.9870 1.8423 0.7819  C3 1.150
14 H 0.7005 0.3064 -1.4548  C4 1.023
15 H 1.7149 0.0899 1.3274  C5 1.022
16 H 3.7310 -0.8242 0.4603  C6 1.087
17 H 3.1557 -0.5126 -1.2750  C6 1.131
18 N -0.5618 -0.4878 1.4493  C2 1.517, H10 1.106, H11 1.020
19 S 0.4055 2.1657 0.0328  C3 1.833, C4 1.869

SMILES: C=C[C@@H]1SC[C@]1(C)N
Gap between HOMO and LUMO, eV: 9.38
HOMO level, eV: -8.54
LUMO, eV: 0.84

---

ii.
Here is a 2-piece molecular cluster, C6H11NS overall from the Open Molecules 2025 dataset. Energies are from ωB97M-V/def2-TZVPD.

Each atom is followed by the atoms it is bonded to, with distances in Å.
Atoms and positions in Å:
1 C -0.8913 0.2060 1.9482  C6 1.393, N7 1.150
2 C -1.4310 2.2066 -0.1518  C5 1.519, H9 1.063, H10 1.037, H11 1.098
3 C 0.4359 -1.7351 -2.4380  H12 1.011, H13 1.003, H14 1.060, H15 1.045
4 C 1.5807 -1.4361 2.3959  S8 1.724, H16 1.085, H17 1.103
5 C -0.1362 1.4139 -0.2072  C2 1.519, C6 1.614, H18 1.143, H19 1.090
6 C 0.1685 0.5132 1.0975  C1 1.393, C5 1.614, S8 1.672
7 N -1.8733 -0.2358 2.3513  C1 1.150
8 S 1.5425 -0.4337 0.9937  C4 1.724, C6 1.672
9 H -1.5030 2.9226 0.6304  C2 1.063
10 H -1.6019 2.6595 -1.0687  C2 1.037
11 H -2.1915 1.4423 0.0570  C2 1.098
12 H 0.8931 -1.8444 -1.5429  C3 1.011
13 H -0.2726 -2.4350 -2.5552  C3 1.003
14 H 1.2028 -1.7616 -3.1692  C3 1.060
15 H 0.0648 -0.7582 -2.4299  C3 1.045
16 H 0.7680 -1.3954 3.1129  C4 1.085
17 H 2.5499 -1.9589 2.4563  C4 1.103
18 H -0.0822 0.6594 -1.0642  C5 1.143
19 H 0.7767 1.9709 -0.4161  C5 1.090

Gap between HOMO and LUMO (spin up / spin down), eV: 7.45 / 7.63
HOMO level (spin up / spin down), eV: -8.17 / -8.03
LUMO (spin up / spin down), eV: -0.73 / -0.40

---

iii.
Here is one molecule with the formula C6H11NS from the Open Molecules 2025 dataset. Energies are from ωB97M-V/def2-TZVPD.

Each atom is followed by the atoms it is bonded to, with distances in Å.
Atoms and positions in Å:
1 C 0.6678 2.6099 -0.4543  N7 1.272, S8 1.769, H9 1.054
2 C -0.3511 0.3952 -0.9054  C3 1.447, C4 1.574, N7 1.485, H10 1.156
3 C -0.2728 -0.0725 0.4616  C2 1.447, C5 1.463, C6 1.454
4 C 0.6328 -0.3520 -1.8799  C2 1.574, H11 1.185, H12 1.070, H13 1.114
5 C -1.0080 0.6183 1.5217  C3 1.463, H14 1.077, H15 1.092, H16 1.006
6 C 0.2895 -1.3905 0.7068  C3 1.454, H17 1.066, H18 1.121, H19 1.090
7 N -0.2799 1.8781 -0.8849  C1 1.272, C2 1.485
8 S 2.1966 2.0616 0.2471  C1 1.769
9 H 0.4818 3.6364 -0.6064  C1 1.054
10 H -1.3831 0.2000 -1.3895  C2 1.156
11 H 1.6970 -0.5313 -1.3914  C4 1.185
12 H 0.7397 0.1577 -2.8148  C4 1.070
13 H 0.1735 -1.3662 -1.8351  C4 1.114
14 H -0.3518 0.4868 2.3661  C5 1.077
15 H -1.9255 0.0915 1.7908  C5 1.092
16 H -1.2425 1.5935 1.4397  C5 1.006
17 H 1.3209 -1.1914 0.8860  C6 1.066
18 H 0.0179 -2.0162 -0.1827  C6 1.121
19 H -0.1152 -1.7522 1.6522  C6 1.090

Gap between HOMO and LUMO (spin up / spin down), eV: 5.98 / 5.66
HOMO level (spin up / spin down), eV: -7.60 / -7.50
LUMO (spin up / spin down), eV: -1.62 / -1.83

---

Least stable = iii

---

i.
Here is a 2-piece molecular cluster, C11H15N overall from the Open Molecules 2025 dataset. Energies are from ωB97M-V/def2-TZVPD.

Each atom is followed by the atoms it is bonded to, with distances in Å.
Atoms and positions in Å:
1 C 2.2376 3.3201 -0.3583  C2 1.528, H3 1.114, H4 1.076, H5 1.057
2 C 2.3449 1.8300 -0.0361  C1 1.528, H6 1.093, H7 1.020, H8 1.106
3 H 2.1959 3.9776 0.5395  C1 1.114
4 H 2.9508 3.6503 -1.0933  C1 1.076
5 H 1.2421 3.4354 -0.6950  C1 1.057
6 H 2.6098 1.7320 1.0195  C2 1.093
7 H 1.5398 1.2813 -0.3389  C2 1.020
8 H 3.2367 1.2889 -0.4050  C2 1.106
9 C -2.3633 1.2589 0.2069  C12 1.437, H25 0.988, H26 1.103, H27 1.119
10 C -0.1224 -1.6549 0.5460  C11 1.455, C15 1.425, N18 1.466
11 C -1.2141 -0.9316 -0.0885  C10 1.455, C12 1.436, C17 1.369
12 C -1.2887 0.3612 0.5319  C9 1.437, C11 1.436, C13 1.426
13 C -0.1067 0.5255 1.3134  C12 1.426, N18 1.387, H24 1.151
14 C -0.4636 -3.6668 -0.7048  C15 1.422, C16 1.384, H19 1.183
15 C 0.3331 -2.9710 0.2458  C10 1.425, C14 1.422, H20 1.137
16 C -1.4984 -3.0323 -1.3688  C14 1.384, C17 1.356, H21 1.118
17 C -1.7767 -1.7485 -1.0324  C11 1.369, C16 1.356, H22 1.166
18 N 0.4169 -0.7359 1.5535  C10 1.466, C13 1.387, H23 0.964
19 H -0.3415 -4.8202 -0.9373  C14 1.183
20 H 1.1312 -3.4666 0.8869  C15 1.137
21 H -2.0506 -3.6410 -2.1262  C16 1.118
22 H -2.4417 -1.1070 -1.7437  C17 1.166
23 H 1.2430 -0.9088 2.0201  N18 0.964
24 H 0.2526 1.5260 1.7555  C13 1.151
25 H -2.0069 2.0673 -0.2362  C9 0.988
26 H -2.9682 1.6417 1.0462  C9 1.103
27 H -3.0917 0.7884 -0.5008  C9 1.119

SMILES: Cc1c[nH]c2ccccc12.CC
Gap between HOMO and LUMO, eV: 8.45
HOMO level, eV: -7.53
LUMO, eV: 0.92

---

ii.
Here is a 2-piece molecular cluster, C11H15N overall from the Open Molecules 2025 dataset. Energies are from ωB97M-V/def2-TZVPD.

Each atom is followed by the atoms it is bonded to, with distances in Å.
Atoms and positions in Å:
1 C -0.5952 -0.1824 3.0912  C3 1.497, H14 1.096, H15 1.088, H19 1.085
2 C 0.4047 1.0486 1.0206  C3 1.452, C4 1.412, C6 1.396
3 C -0.6968 0.4122 1.7210  C1 1.497, C2 1.452, C5 1.355
4 C -0.1477 1.5856 -0.1624  C2 1.412, C9 1.393, N10 1.367
5 C -1.7890 0.5222 0.9270  C3 1.355, N10 1.390, H16 1.082
6 C 1.7731 1.1124 1.2880  C2 1.396, C7 1.382, H11 1.083
7 C 2.5610 1.7192 0.3287  C6 1.382, C8 1.400, H12 1.082
8 C 2.0181 2.3509 -0.7968  C7 1.400, C9 1.382, H13 1.080
9 C 0.6794 2.1962 -1.1017  C4 1.393, C8 1.382, H18 1.078
10 N -1.4574 1.2021 -0.2393  C4 1.367, C5 1.390, H17 1.010
11 H 2.1847 0.7017 2.2019  C6 1.083
12 H 3.6358 1.7367 0.4548  C7 1.082
13 H 2.6876 2.7271 -1.5560  C8 1.080
14 H -1.1464 0.4631 3.7850  C1 1.096
15 H 0.3929 -0.0335 3.5223  C1 1.088
16 H -2.7285 -0.0073 1.0177  C5 1.082
17 H -2.0872 1.5084 -0.9675  N10 1.010
18 H 0.2716 2.6312 -2.0003  C9 1.078
19 H -1.0221 -1.1761 3.1775  C1 1.085
20 C -0.8293 -1.8433 -2.1089  C21 1.524, H22 1.083, H23 1.095, H24 1.095
21 C -0.4205 -3.2882 -1.8495  C20 1.524, H25 1.092, H26 1.086, H27 1.095
22 H -0.6865 -1.2029 -1.2474  C20 1.083
23 H -0.3130 -1.4022 -2.9673  C20 1.095
24 H -1.8980 -1.7771 -2.3384  C20 1.095
25 H 0.6206 -3.4557 -2.1318  C21 1.092
26 H -1.0541 -4.0518 -2.2916  C21 1.086
27 H -0.3580 -3.4971 -0.7765  C21 1.095

SMILES: Cc1c[nH]c2ccccc12.CC
Gap between HOMO and LUMO, eV: 8.76
HOMO level, eV: -7.84
LUMO, eV: 0.92

---

Least stable = i

---

i.
Here is a 2-piece molecular cluster, C11H15N overall from the Open Molecules 2025 dataset. Energies are from ωB97M-V/def2-TZVPD.

Each atom is followed by the atoms it is bonded to, with distances in Å.
Atoms and positions in Å:
1 C 1.5385 1.4864 1.3897  C3 1.537, H14 1.211, H15 1.106, H19 1.082
2 C -0.5099 0.5804 -0.2242  C3 1.418, C4 1.443, C6 1.413
3 C 0.7554 1.1226 0.1178  C1 1.537, C2 1.418, C5 1.383
4 C -0.7477 0.8243 -1.6263  C2 1.443, C9 1.410, N10 1.432
5 C 1.3752 1.5682 -1.0354  C3 1.383, N10 1.470, H16 1.043
6 C -1.4618 -0.2628 0.3912  C2 1.413, C7 1.438, H11 1.082
7 C -2.6971 -0.5359 -0.2932  C6 1.438, C8 1.403, H12 1.123
8 C -2.9956 -0.0545 -1.5765  C7 1.403, C9 1.423, H13 1.065
9 C -1.9651 0.6064 -2.3024  C4 1.410, C8 1.423, H18 1.097
10 N 0.3888 1.5391 -2.1254  C4 1.432, C5 1.470, H17 0.964
11 H -1.4905 -0.5245 1.4411  C6 1.082
12 H -3.4608 -0.9729 0.4048  C7 1.123
13 H -3.9648 -0.1010 -2.0152  C8 1.065
14 H 2.6367 1.0215 1.1806  C1 1.211
15 H 1.0355 0.9360 2.2072  C1 1.106
16 H 2.3094 2.0283 -1.0850  C5 1.043
17 H 0.5578 1.8530 -3.0206  N10 0.964
18 H -2.2257 0.8771 -3.3331  C9 1.097
19 H 1.4619 2.5547 1.5435  C1 1.082
20 C 2.3848 -2.3158 3.3435  C21 1.644, H22 1.099, H23 1.093, H24 1.062
21 C 2.1694 -3.2767 2.0274  C20 1.644, H25 1.139, H26 1.104, H27 1.131
22 H 1.7189 -1.4666 3.1351  C20 1.099
23 H 1.9510 -2.8117 4.2155  C20 1.093
24 H 3.3452 -2.0580 3.7155  C20 1.062
25 H 2.7412 -4.2501 2.1764  C21 1.139
26 H 2.5407 -2.9252 1.0486  C21 1.104
27 H 1.0449 -3.3900 1.9944  C21 1.131

SMILES: Cc1c[nH]c2ccccc12.CC
Gap between HOMO and LUMO, eV: 8.62
HOMO level, eV: -7.74
LUMO, eV: 0.88

---

ii.
Here is a 2-piece molecular cluster, C11H15N overall from the Open Molecules 2025 dataset. Energies are from ωB97M-V/def2-TZVPD.

Each atom is followed by the atoms it is bonded to, with distances in Å.
Atoms and positions in Å:
1 C -0.5795 -4.0204 -1.0076  C2 1.538, H3 1.091, H4 1.092, H5 1.089
2 C 0.3584 -4.7743 -1.9661  C1 1.538, H6 1.092, H7 1.084, H8 1.087
3 H -0.2147 -3.2995 -0.2748  C1 1.091
4 H -1.2810 -3.4255 -1.5968  C1 1.092
5 H -1.1931 -4.7344 -0.4595  C1 1.089
6 H 1.3858 -4.4071 -2.0191  C2 1.092
7 H -0.0175 -4.6347 -2.9735  C2 1.084
8 H 0.4046 -5.8202 -1.6738  C2 1.087
9 C -0.1118 2.6751 -2.0787  C12 1.497, H25 1.087, H26 1.089, H27 1.092
10 C -0.1939 1.2012 1.3685  C11 1.399, C15 1.407, N18 1.370
11 C 0.1436 1.0953 0.0150  C10 1.399, C12 1.440, C17 1.396
12 C -0.1395 2.3589 -0.6157  C9 1.497, C11 1.440, C13 1.361
13 C -0.6111 3.1515 0.3857  C12 1.361, N18 1.376, H24 1.079
14 C 0.5806 -1.0192 1.6864  C15 1.371, C16 1.413, H19 1.086
15 C -0.1005 0.0602 2.1866  C10 1.407, C14 1.371, H20 1.086
16 C 0.9735 -1.1261 0.3332  C14 1.413, C17 1.380, H21 1.082
17 C 0.5708 -0.1208 -0.5223  C11 1.396, C16 1.380, H22 1.091
18 N -0.6810 2.4643 1.5757  C10 1.370, C13 1.376, H23 1.002
19 H 0.6893 -1.8871 2.3302  C14 1.086
20 H -0.7242 -0.0162 3.0720  C15 1.086
21 H 1.7061 -1.8662 0.0412  C16 1.082
22 H 0.8739 -0.0569 -1.5684  C17 1.091
23 H -0.9417 2.8820 2.4489  N18 1.002
24 H -0.9471 4.1716 0.2850  C13 1.079
25 H -0.6163 3.6160 -2.2816  C9 1.087
26 H -0.6056 1.8708 -2.6222  C9 1.089
27 H 0.9161 2.7861 -2.4316  C9 1.092

SMILES: Cc1c[nH]c2ccccc12.CC
Gap between HOMO and LUMO, eV: 8.79
HOMO level, eV: -7.85
LUMO, eV: 0.94

---

iii.
Here is a 2-piece molecular cluster, C11H15N overall from the Open Molecules 2025 dataset. Energies are from ωB97M-V/def2-TZVPD.

Each atom is followed by the atoms it is bonded to, with distances in Å.
Atoms and positions in Å:
1 C 2.7258 -0.6232 0.7503  C2 1.520, H3 1.079, H4 1.141, H5 1.083
2 C 1.9694 -1.5305 1.7065  C1 1.520, H6 1.094, H7 1.132, H8 1.103
3 H 3.3334 0.0194 1.3691  C1 1.079
4 H 3.2943 -0.9593 -0.1798  C1 1.141
5 H 1.9938 0.0501 0.3224  C1 1.083
6 H 0.9196 -1.7832 1.5278  C2 1.094
7 H 2.3156 -2.5824 1.4732  C2 1.132
8 H 2.0573 -1.3099 2.7833  C2 1.103
9 C -1.3175 3.1347 -0.0418  C12 1.515, H24 1.099, H25 1.071, H27 1.071
10 C -0.5241 -0.2972 -1.3278  C11 1.438, C14 1.389, N18 1.361
11 C -1.0037 0.5664 -0.2834  C10 1.438, C12 1.431, C16 1.419
12 C -0.8096 1.9015 -0.7597  C9 1.515, C11 1.431, C13 1.380
13 C -0.1444 1.8042 -1.9647  C12 1.380, N18 1.419, H21 1.061
14 C -0.6211 -1.6701 -1.1382  C10 1.389, C15 1.378, H20 1.091
15 C -1.1794 -2.1715 0.0178  C14 1.378, C17 1.413, H22 1.073
16 C -1.5803 0.0603 0.9103  C11 1.419, C17 1.379, H23 1.091
17 C -1.7648 -1.3050 0.9679  C15 1.413, C16 1.379, H26 1.058
18 N -0.0577 0.4469 -2.3679  C10 1.361, C13 1.419, H19 1.004
19 H 0.3475 0.1295 -3.2295  N18 1.004
20 H 0.1103 -2.2841 -1.6659  C14 1.091
21 H 0.1496 2.5391 -2.6706  C13 1.061
22 H -1.4375 -3.2113 0.0829  C15 1.073
23 H -2.0172 0.7604 1.6246  C16 1.091
24 H -2.1597 2.7884 0.5732  C9 1.099
25 H -1.7137 3.6733 -0.8783  C9 1.071
26 H -2.2489 -1.7799 1.7799  C17 1.058
27 H -0.6371 3.6336 0.6184  C9 1.071

SMILES: Cc1c[nH]c2ccccc12.CC
Gap between HOMO and LUMO, eV: 8.82
HOMO level, eV: -7.90
LUMO, eV: 0.92

---

Least stable = i